[1]
DFT (ωB97M-V/def2-TZVPD) results for a structure of composition C44H78BBaN7OSi2 in a non-equilibrium geometry.

Geometry as ORCA input:
```
! RIJCOSX wB97M-V def2-TZVPD def2/J DEFGRID3
* xyz 0 1
Ba -1.74255 0.61004 -0.05444
N 0.04594 4.31870 -1.23758
C 1.02694 4.44859 -0.15885
C 2.09755 3.37860 -0.27635
N 1.59731 2.00220 -0.26696
C 1.86313 1.17422 -1.46028
C 1.43030 1.79300 -2.78525
N 0.03148 1.51406 -3.15921
C 1.91065 1.15940 0.90318
C 1.61093 1.73951 2.29935
N 0.34474 1.29937 2.92388
H 0.43532 4.62017 -2.12618
H -0.74222 4.92680 -1.05490
H 0.49244 4.30098 0.77862
H 1.48799 5.44378 -0.14034
H 2.79451 3.53044 0.55713
H 2.63417 3.58898 -1.20910
H 1.21269 0.31292 -1.30152
H 2.94107 0.95571 -1.51682
H 2.05208 1.38704 -3.58398
H 1.57597 2.87221 -2.79279
H -0.55721 2.14553 -2.62049
H -0.20443 0.57554 -2.85190
H 2.97979 0.91453 0.86276
H 1.21216 0.31665 0.77675
H 1.64290 2.83317 2.29229
H 2.40511 1.39758 2.96751
H 0.09279 0.39510 2.54487
H -0.40324 1.93503 2.65062
C -4.09189 0.50937 0.28213
Si -3.38152 2.02735 1.19450
C -3.54424 1.34899 2.93505
C -4.60858 3.39618 1.58917
C -1.67908 2.63368 0.52277
C -1.84563 3.96362 1.27369
C -2.45325 5.12862 0.75025
C -2.75891 6.18816 1.59415
C -2.47521 6.07425 2.94386
C -1.89525 4.90121 3.39457
N -1.57687 3.88065 2.59175
Si -2.91289 2.64486 -0.96952
C -4.80446 3.02927 -1.15438
C -2.64866 3.71718 -2.54029
C -3.01498 1.01586 -1.99846
H -4.54651 -0.09712 1.07101
H -3.68714 -0.07491 -0.51191
H -4.99073 0.90480 -0.17807
H -4.63186 1.26544 2.95610
H -3.25435 2.20305 3.54354
H -3.07052 0.43085 3.28657
H -4.28824 3.84278 2.53102
H -5.59983 2.94834 1.68929
H -4.62447 4.18594 0.86209
H -2.81799 5.13350 -0.26035
H -3.29471 7.04593 1.20961
H -2.76601 6.85409 3.63409
H -1.72318 4.72127 4.45052
H -4.80153 4.12099 -1.24944
H -5.56515 2.75950 -0.44382
H -5.13279 2.62433 -2.10818
H -2.82331 4.76900 -2.28995
H -3.47854 3.42398 -3.17659
H -1.73151 3.62774 -3.11715
H -4.07486 0.88838 -2.11830
H -2.58180 0.03334 -1.96232
H -2.74363 1.43126 -2.97166
O -2.47623 -3.03692 0.25844
H -3.05116 -2.28388 0.42552
H -1.61998 -2.57127 0.11201
C -1.58561 -2.02466 2.80716
C -0.66691 -3.25225 2.92127
C -1.27707 -4.28673 3.85936
C 0.67753 -2.71372 3.35522
C 0.98264 -2.50971 4.69460
C 2.21850 -2.00917 5.06852
C 3.16786 -1.73044 4.09922
C 2.89247 -1.90053 2.74493
C 3.99555 -1.64469 1.72350
C 4.87322 -0.43779 2.09195
C 4.91446 -2.86954 1.59727
C 1.61313 -2.35829 2.36900
N 1.35176 -2.68777 0.99835
B 0.68284 -1.97603 -0.12077
N 1.13423 -2.86232 -1.22633
C 1.79568 -4.00280 -0.74721
C 1.92279 -3.89870 0.58262
C 1.17713 -2.72561 -2.65221
C 2.37373 -2.31796 -3.27223
C 2.44488 -2.33621 -4.66446
C 1.37807 -2.76696 -5.43458
C 0.21674 -3.20655 -4.81638
C 0.11234 -3.20710 -3.43297
C -1.16163 -3.60275 -2.72270
C -2.03677 -4.60440 -3.46482
C -1.91746 -2.27760 -2.52622
C 3.60761 -1.92805 -2.46639
C 4.38311 -0.76374 -3.09990
C 4.56790 -3.12028 -2.33928
H -2.57959 -2.36637 2.50799
H -1.18159 -1.34435 2.04482
H -1.63985 -1.54767 3.79275
H -0.58508 -3.66908 1.92059
H -1.54803 -3.84641 4.82357
H -0.59006 -5.11700 4.03694
H -2.18767 -4.68254 3.40153
H 0.25637 -2.75803 5.46171
H 2.45180 -1.85991 6.11647
H 4.14754 -1.38199 4.40869
H 3.50174 -1.45756 0.76781
H 5.61564 -0.70862 2.84727
H 4.27647 0.38810 2.47960
H 5.41729 -0.09550 1.20710
H 5.30051 -3.15477 2.58047
H 5.76646 -2.63323 0.95130
H 4.39022 -3.72142 1.16831
H 2.11047 -4.79965 -1.40383
H 2.35644 -4.59661 1.28268
H 3.35792 -2.02199 -5.15925
H 1.45643 -2.77270 -6.51572
H -0.60625 -3.56432 -5.42557
H -0.92173 -3.98382 -1.73186
H -2.47640 -4.16256 -4.36363
H -2.85069 -4.91730 -2.80631
H -1.47166 -5.49169 -3.75906
H -2.20695 -1.90224 -3.51544
H -1.26696 -1.56692 -1.98734
H -2.79742 -2.45885 -1.90342
H 3.26147 -1.62297 -1.47650
H 4.98044 -1.10128 -3.95063
H 5.07111 -0.33609 -2.36606
H 3.70378 0.01496 -3.44275
H 4.80286 -3.52228 -3.32921
H 4.14147 -3.91524 -1.73003
H 5.50398 -2.79924 -1.87082
*
```

Results
LUMO level (eV): -0.2
DFT total energy (hartree): -2810.895392
Energy relative to the best compared isomer or geometry (same formula, charge and spin) (kcal per mole): 269.1

Atom charges from the Mulliken analysis, given in e for atoms 1 to 2: atom 1 (Ba): 4.04, atom 2 (N): -0.32

---

[2]
DFT (ωB97M-V/def2-TZVPD) results for a structure of composition C6H8FO2 in a non-equilibrium geometry.

Geometry as ORCA input:
```
! RIJCOSX wB97M-V def2-TZVPD def2/J DEFGRID3
* xyz -1 1
C 0.04264 2.77418 1.31963
C -0.78693 2.44341 0.53591
C 1.87720 -0.59040 0.90922
C -1.42098 -0.95676 -1.13763
C -0.40008 -1.25020 0.00182
C 0.89862 -0.40716 -0.30321
O 3.10821 -0.37115 0.77319
O 1.43118 -1.19313 1.87703
F 1.48600 -0.71404 -1.66563
H 0.31690 3.56396 1.96061
H 0.52408 0.89785 -0.60647
H -1.14647 1.83512 -0.18208
H -2.25715 -1.75095 -1.37034
H -2.05738 -0.09878 -1.08007
H -0.84904 -0.73937 -2.00646
H -0.11825 -2.34890 -0.03920
H -0.64857 -1.09367 1.01368
*
```

Results
LUMO level (eV): 3.5
DFT total energy (hartree): -483.659697
Energy relative to the best compared isomer or geometry (same formula, charge and spin) (kcal per mole): 55.1

Atom charges from the Mulliken analysis, given in e for atoms 1 to 2: atom 1 (C): -0.29, atom 2 (C): -0.25